Record 1
The following is a quantum chemistry calculation of a cluster of 8 separate species, H16O8 in total, from the Open Molecules 2025 dataset.

Geometry as XYZ:
```
24
Properties=species:S:1:pos:R:3:forces:R:3
O -1.2639 -1.8695 1.9286 -0.1 0.0 0.2
H -2.1849 -1.6785 1.7279 0.0 0.0 0.0
H -0.7860 -1.5334 1.1611 -0.1 0.1 -0.1
O 1.1106 1.8331 1.6094 0.0 0.0 0.1
H 1.6199 1.0569 1.3357 -0.2 0.1 -0.2
H 0.7301 1.5888 2.4590 0.0 0.0 0.0
O 1.9352 -1.2387 -2.6782 0.2 0.3 0.0
H 1.9708 -0.5254 -3.3262 -0.1 -0.1 -0.1
H 2.5988 -1.8720 -2.9738 -0.1 0.0 0.0
O -0.7215 -0.0971 -0.5177 0.0 0.0 0.0
H -0.7590 0.8221 -0.2217 0.0 0.0 0.1
H 0.2139 -0.2609 -0.6703 0.0 0.0 0.0
O -1.7934 2.9756 -0.0887 0.1 0.1 -0.1
H -2.0022 3.6178 -0.7762 0.0 0.0 0.0
H -1.7125 3.4900 0.7210 0.1 -0.1 0.0
O 2.3128 -0.3809 0.0404 0.4 0.3 0.2
H 3.1791 -0.5078 0.4465 0.0 0.0 0.0
H 2.4941 -0.2581 -0.9046 -0.1 -0.3 0.0
O 1.4688 -3.0293 0.8427 0.1 0.0 0.0
H 1.6086 -2.0910 0.6562 0.0 -0.1 -0.1
H 0.8932 -3.3384 0.1367 0.0 0.0 0.1
O -3.8422 1.0747 -0.6379 0.0 0.1 0.0
H -3.0593 1.6186 -0.4522 -0.2 -0.1 0.1
H -4.0112 0.6035 0.1822 0.0 0.0 0.0
```
Forces are in eV/Å.

Values from the calculation:
E_HOMO: -0.387 hartree
Kohn-Sham gap: 10.52 eV
Calculated total energy: -16639.97873 eV

---

Record 2
The following is a quantum chemistry calculation of a structure of composition H16O8V in a non-equilibrium geometry, from the Open Molecules 2025 dataset.

Geometry as XYZ:
```
25
Properties=species:S:1:pos:R:3:forces:R:3
V 4.6640 11.5681 0.2556 0.9 0.4 0.8
O 3.1912 10.1221 -0.9954 -2.5 1.9 1.4
H 2.4040 10.6550 -1.3082 1.0 -0.9 0.6
H 3.5277 9.8046 -1.7943 1.1 -1.1 -2.1
O 5.7773 9.6545 -0.3096 -0.1 0.6 0.3
H 5.3939 8.8304 0.0037 0.1 -0.3 -0.3
H 6.0005 9.6031 -1.2414 0.0 -0.5 -0.1
O 3.6484 12.8881 -1.1622 -0.7 1.3 -1.2
H 3.1343 13.6951 -0.9362 0.4 -0.7 0.2
H 3.7295 12.9988 -2.1403 0.1 -0.4 1.1
O 2.7970 11.5914 1.6038 -1.3 0.2 0.3
H 2.0046 11.0341 1.3949 0.8 0.7 0.5
H 2.5188 12.3344 2.2072 0.1 -1.1 -1.0
O 5.2053 10.5733 2.3516 -1.3 1.6 -0.9
H 4.3904 10.7840 2.8253 -0.2 0.1 -0.2
H 5.5518 9.9074 2.9023 1.4 -1.6 0.8
O 5.6772 11.5343 -2.5589 -0.2 -0.3 2.3
H 6.3296 11.0118 -2.9873 0.8 -0.4 -1.2
H 5.1582 11.9847 -3.1890 -0.4 0.5 -1.6
O 6.6799 12.3303 0.0519 -0.4 0.1 0.1
H 6.8684 13.0193 0.6965 0.2 0.0 0.0
H 7.5068 12.0418 -0.3412 0.1 -0.1 -0.1
O 4.7761 13.5481 1.5684 -0.3 0.3 -1.2
H 4.9848 13.4860 2.4859 0.3 -0.1 1.3
H 4.8495 14.4954 1.3575 -0.1 -0.3 -0.1
```
Forces are in eV/Å.

Values from the calculation:
E_HOMO (spin up / spin down): -0.569 / -0.704 hartree
Kohn-Sham gap (spin up / spin down): 8.86 / 12.53 eV
Calculated total energy: -42314.10102 eV
Spin multiplicity: 4
Charge: +2

---

Repeat the first record exactly.
The following is a quantum chemistry calculation of a cluster of 8 separate species, H16O8 in total, from the Open Molecules 2025 dataset.

Geometry as XYZ:
```
24
Properties=species:S:1:pos:R:3:forces:R:3
O -1.2639 -1.8695 1.9286 -0.1 0.0 0.2
H -2.1849 -1.6785 1.7279 0.0 0.0 0.0
H -0.7860 -1.5334 1.1611 -0.1 0.1 -0.1
O 1.1106 1.8331 1.6094 0.0 0.0 0.1
H 1.6199 1.0569 1.3357 -0.2 0.1 -0.2
H 0.7301 1.5888 2.4590 0.0 0.0 0.0
O 1.9352 -1.2387 -2.6782 0.2 0.3 0.0
H 1.9708 -0.5254 -3.3262 -0.1 -0.1 -0.1
H 2.5988 -1.8720 -2.9738 -0.1 0.0 0.0
O -0.7215 -0.0971 -0.5177 0.0 0.0 0.0
H -0.7590 0.8221 -0.2217 0.0 0.0 0.1
H 0.2139 -0.2609 -0.6703 0.0 0.0 0.0
O -1.7934 2.9756 -0.0887 0.1 0.1 -0.1
H -2.0022 3.6178 -0.7762 0.0 0.0 0.0
H -1.7125 3.4900 0.7210 0.1 -0.1 0.0
O 2.3128 -0.3809 0.0404 0.4 0.3 0.2
H 3.1791 -0.5078 0.4465 0.0 0.0 0.0
H 2.4941 -0.2581 -0.9046 -0.1 -0.3 0.0
O 1.4688 -3.0293 0.8427 0.1 0.0 0.0
H 1.6086 -2.0910 0.6562 0.0 -0.1 -0.1
H 0.8932 -3.3384 0.1367 0.0 0.0 0.1
O -3.8422 1.0747 -0.6379 0.0 0.1 0.0
H -3.0593 1.6186 -0.4522 -0.2 -0.1 0.1
H -4.0112 0.6035 0.1822 0.0 0.0 0.0
```
Forces are in eV/Å.

Values from the calculation:
E_HOMO: -0.387 hartree
Kohn-Sham gap: 10.52 eV
Calculated total energy: -16639.97873 eV